Record 1
Molecular formula: C34H91CaClFeN5O16P
Method: DFT, ωB97M-V/def2-TZVPD

```
150
Properties=species:S:1:pos:R:3
Fe -0.85 -0.82 0.13
Ca 2.94 -1.17 -1.93
P 1.79 -0.25 0.36
O 1.06 -1.34 -0.61
O 2.55 -1.09 1.34
O 0.57 0.47 0.98
O 2.65 0.68 -0.51
Cl 1.83 -2.47 -3.85
C -0.66 4.73 0.84
C 0.02 4.03 -0.31
O -0.48 2.65 -0.47
H -0.45 5.81 1.01
H -0.28 4.31 1.76
H -1.77 4.61 0.79
H 1.11 4.06 -0.16
H -0.08 4.61 -1.24
H 0.23 2.05 -0.12
C 0.59 -5.80 -2.07
C -0.48 -4.97 -1.40
O -1.02 -3.99 -2.34
H 1.46 -5.11 -2.15
H 0.35 -6.00 -3.10
H 0.93 -6.76 -1.64
H -0.02 -4.43 -0.52
H -1.42 -5.57 -1.11
H -0.21 -3.59 -2.77
C -0.84 -4.88 2.33
C 0.17 -3.73 2.55
O 0.23 -2.92 1.38
H -0.83 -5.39 3.28
H -0.50 -5.48 1.53
H -1.80 -4.43 2.03
H 1.13 -4.16 2.78
H 0.00 -3.07 3.40
H 1.08 -2.36 1.40
C -0.01 -0.42 4.08
C 1.38 0.35 4.14
O 2.45 -0.53 3.98
H -0.87 0.18 4.39
H -0.01 -1.33 4.74
H -0.09 -0.72 3.04
H 1.46 0.92 5.04
H 1.29 1.12 3.34
H 2.66 -0.69 3.05
C -2.11 1.50 2.22
O -2.29 0.21 1.54
C -3.50 -0.48 1.71
C -3.16 -1.93 1.31
N -2.49 -2.07 0.07
C -3.27 -1.67 -1.08
C -2.47 -1.25 -2.25
O -1.60 -0.24 -1.87
C -0.79 0.29 -2.87
H -2.63 1.50 3.18
H -2.51 2.35 1.57
H -1.06 1.66 2.38
H -4.37 -0.03 1.18
H -3.79 -0.43 2.77
H -4.09 -2.59 1.41
H -2.48 -2.20 2.11
H -1.94 -2.95 0.00
H -3.86 -0.81 -0.67
H -3.95 -2.45 -1.33
H -3.04 -0.90 -3.10
H -1.97 -2.19 -2.59
H -1.48 0.95 -3.39
H -0.27 -0.47 -3.51
H -0.03 0.88 -2.36
C -6.46 0.94 -2.01
O -6.90 1.93 -1.06
C -6.32 1.88 0.20
C -7.20 2.61 1.16
N -8.53 2.11 1.13
C -9.42 2.64 2.07
C -10.70 1.76 2.26
O -11.45 1.81 1.10
C -12.58 0.95 1.11
H -7.14 0.95 -2.90
H -6.59 -0.06 -1.59
H -5.44 1.11 -2.28
H -5.43 2.50 0.20
H -6.07 0.90 0.52
H -7.19 3.63 0.83
H -6.74 2.61 2.17
H -8.88 1.97 0.20
H -9.81 3.61 1.85
H -8.86 2.81 3.03
H -11.30 2.19 3.09
H -10.29 0.75 2.41
H -13.07 1.08 2.09
H -12.32 -0.14 1.23
H -13.19 1.22 0.29
C 5.93 -0.43 -1.47
O 5.04 -0.56 -2.61
C 5.31 0.35 -3.62
C 3.98 0.67 -4.33
N 2.87 1.06 -3.41
C 3.02 2.37 -2.70
C 2.77 3.60 -3.50
O 3.77 3.89 -4.47
C 3.49 5.20 -4.99
H 5.67 -1.11 -0.67
H 5.78 0.58 -1.07
H 6.94 -0.73 -1.71
H 5.99 -0.07 -4.40
H 5.90 1.24 -3.23
H 3.60 -0.20 -4.91
H 4.31 1.43 -5.04
H 1.99 1.16 -4.00
H 4.01 2.39 -2.24
H 2.37 2.27 -1.80
H 2.65 4.55 -2.90
H 1.79 3.62 -4.06
H 3.62 5.94 -4.17
H 2.51 5.24 -5.39
H 4.02 5.44 -5.89
C 5.41 -3.90 -1.72
C 4.56 -4.16 -0.51
C 5.29 -4.56 0.76
O 6.07 -5.68 0.61
C 5.34 -6.86 0.35
N 3.68 -3.01 -0.20
H 6.21 -3.17 -1.61
H 4.75 -3.80 -2.56
H 5.85 -4.86 -2.01
H 3.97 -4.98 -0.83
H 4.54 -4.63 1.51
H 5.96 -3.77 1.14
H 5.94 -7.68 0.68
H 5.10 -7.01 -0.66
H 4.37 -7.00 0.90
H 2.72 -3.19 -0.03
H 3.96 -2.42 0.61
C 5.60 3.87 0.94
C 4.78 2.94 1.74
C 3.34 3.31 1.73
O 3.10 4.59 2.39
C 3.32 4.40 3.78
N 4.93 1.51 1.38
H 5.33 4.91 1.14
H 5.42 3.64 -0.11
H 6.66 3.67 1.14
H 5.11 3.10 2.79
H 2.72 2.58 2.24
H 3.07 3.48 0.60
H 2.65 5.11 4.28
H 4.36 4.71 4.08
H 3.19 3.31 4.03
H 4.17 1.18 0.82
H 4.98 0.94 2.25
```

Output
HOMO energy (spin up / spin down): -8.48 / -8.47 eV
Lowest unoccupied orbital energy (spin up / spin down): 0.401 / 0.394 eV
Total charge: 0
F_max: 0.0576 hartree/bohr
E: -5570.638110 a.u.
2S+1: 5

Löwdin population analysis, charges in e, atoms 1 to 5: atom 1 (Fe): 0.90, atom 2 (Ca): 1.11, atom 3 (P): 0.02, atom 4 (O): -0.54, atom 5 (O): -0.33



Record 2
Molecular formula: C34H91ClFN2O23
Method: DFT, ωB97M-V/def2-TZVPD

```
152
Properties=species:S:1:pos:R:3
C -0.97 2.54 -2.22
C 0.23 2.78 -3.14
C 1.34 1.79 -3.02
O 2.38 2.08 -2.51
O 1.17 0.52 -3.52
C 0.73 -0.41 -2.51
C -0.25 -1.41 -3.10
C -1.72 -1.07 -3.05
C -2.45 -0.97 -4.26
C -1.91 -1.18 -5.65
C -1.05 -0.07 -6.19
F -1.27 -2.41 -5.72
C -3.80 -0.66 -4.20
C -4.40 -0.49 -2.98
O -5.72 -0.22 -2.88
N -6.55 -1.34 -3.50
O -7.48 -0.93 -4.00
N -3.70 -0.59 -1.83
C -4.45 -0.37 -0.57
C -5.15 -1.68 -0.12
C -6.56 -1.39 0.32
Cl -6.51 -0.34 1.75
C -2.37 -0.88 -1.85
C -1.67 -1.00 -0.54
C -0.95 -2.32 -0.37
O -1.35 -3.34 -0.84
O 0.16 -2.25 0.38
H -0.66 2.15 -1.26
H -1.67 1.83 -2.64
H -1.48 3.48 -2.04
H -0.13 2.86 -4.17
H 0.65 3.74 -2.89
H 0.31 0.17 -1.69
H 1.60 -0.96 -2.19
H 0.07 -1.55 -4.12
H -0.07 -2.36 -2.61
H -2.76 -1.26 -6.31
H -1.68 0.73 -6.56
H -0.32 0.31 -5.49
H -0.50 -0.48 -7.02
H -4.39 -0.55 -5.09
H -5.21 0.38 -0.73
H -3.81 0.05 0.18
H -5.24 -2.30 -1.01
H -4.60 -2.19 0.66
H -7.07 -0.83 -0.45
H -7.14 -2.28 0.50
H -2.37 -0.98 0.28
H -1.01 -0.16 -0.37
H 0.55 -1.37 0.26
C 2.29 2.35 0.79
O 1.54 1.17 0.44
H 2.19 2.55 1.85
H 3.35 2.19 0.56
H 1.91 3.21 0.23
H 1.69 1.06 -0.50
C 0.22 -5.70 2.11
O -1.18 -5.44 2.20
H 0.53 -6.21 3.01
H 0.45 -6.34 1.25
H 0.77 -4.76 2.02
H -1.44 -4.99 1.39
C 1.65 6.39 0.56
O 0.55 5.50 0.43
H 2.40 6.11 -0.17
H 1.34 7.42 0.37
H 2.09 6.33 1.56
H -0.12 5.74 1.08
C -8.13 0.09 5.29
O -8.97 0.45 4.19
H -8.36 0.77 6.10
H -8.33 -0.93 5.61
H -7.07 0.19 5.03
H -8.77 -0.15 3.46
C 4.50 -6.22 2.17
O 3.21 -6.74 2.50
H 4.54 -6.07 1.09
H 4.67 -5.27 2.68
H 5.28 -6.93 2.45
H 3.20 -6.87 3.45
C 5.04 -2.44 2.87
O 5.56 -3.16 3.98
H 5.48 -2.83 1.96
H 3.95 -2.56 2.82
H 5.29 -1.38 2.95
H 5.16 -2.80 4.78
C 4.90 5.30 -2.17
O 3.59 5.33 -2.72
H 5.46 6.13 -2.59
H 4.86 5.42 -1.08
H 5.41 4.37 -2.41
H 3.10 4.59 -2.34
C 1.21 3.76 5.13
O 0.54 4.13 3.93
H 0.97 4.51 5.89
H 0.89 2.78 5.49
H 2.30 3.74 4.99
H 0.76 3.48 3.26
C 8.30 -5.19 5.94
O 6.90 -4.92 6.02
H 8.58 -5.74 6.84
H 8.53 -5.80 5.06
H 8.88 -4.27 5.90
H 6.65 -4.44 5.23
C -3.65 -2.23 4.17
O -4.95 -1.86 4.64
H -3.16 -2.80 4.95
H -3.74 -2.87 3.28
H -3.05 -1.35 3.94
H -5.34 -1.35 3.93
C 5.68 -4.31 -1.26
O 6.53 -3.73 -0.28
H 4.89 -4.85 -0.75
H 5.24 -3.53 -1.89
H 6.24 -5.01 -1.89
H 7.23 -3.26 -0.74
C 5.17 1.68 2.91
O 4.70 3.03 2.88
H 4.31 1.05 3.13
H 5.59 1.39 1.95
H 5.92 1.55 3.70
H 5.46 3.59 2.68
C 1.48 -2.98 4.80
O 2.31 -2.05 5.50
H 1.75 -2.93 3.75
H 1.65 -3.99 5.17
H 0.42 -2.71 4.91
H 2.08 -2.10 6.43
C 4.14 8.87 -2.09
O 4.72 8.77 -0.79
H 3.48 8.01 -2.22
H 3.56 9.78 -2.19
H 4.91 8.84 -2.86
H 5.31 9.52 -0.67
C -4.19 1.58 -9.02
O -3.57 0.54 -8.26
H -3.48 2.41 -9.08
H -4.41 1.24 -10.03
H -5.10 1.92 -8.54
H -4.20 -0.19 -8.23
C -7.87 2.86 -7.76
O -7.49 1.49 -7.63
H -7.67 3.16 -8.78
H -8.94 2.99 -7.56
H -7.30 3.50 -7.08
H -7.67 1.22 -6.73
C -0.67 -1.06 5.51
O -0.76 -0.42 4.23
H -0.71 -2.13 5.35
H 0.27 -0.81 6.01
H -1.51 -0.76 6.15
H -0.73 0.53 4.37
```

Output
HOMO energy: -11.04 eV
Lowest unoccupied orbital energy: -4.618 eV
Total charge: +1
F_max: 0.0294 hartree/bohr
E: -3749.525165 a.u.

Löwdin population analysis, charges in e, atoms 1 to 5: atom 1 (C): -0.05, atom 2 (C): -0.11, atom 3 (C): -0.47, atom 4 (O): 0.16, atom 5 (O): -0.01



Record 3
Molecular formula: C34H94F3N12O16
Method: DFT, ωB97M-V/def2-TZVPD

```
159
Properties=species:S:1:pos:R:3
C 0.64 -1.06 -0.34
O 0.78 -0.25 0.82
O 1.69 -1.75 -0.50
C -0.62 -1.89 -0.29
F -0.67 -2.84 0.66
F -1.74 -1.08 -0.06
F -0.82 -2.42 -1.50
C -0.01 0.91 0.86
C 0.56 1.86 1.92
H 0.02 2.81 1.80
H 0.39 1.49 2.93
H 1.61 2.02 1.70
H -1.00 0.55 1.12
H -0.02 1.50 -0.06
H 0.42 -0.39 -1.21
C 4.90 -3.32 -2.17
O 4.18 -4.33 -2.26
N 4.52 -2.08 -1.64
N 6.28 -3.38 -2.60
H 3.56 -1.95 -1.30
H 5.15 -1.36 -1.39
H 6.47 -4.21 -3.12
H 6.78 -2.54 -2.81
C 2.45 -5.12 1.05
O 2.57 -5.27 -0.13
N 1.99 -3.89 1.60
N 2.85 -6.14 1.97
H 1.97 -3.78 2.59
H 1.84 -3.11 0.94
H 3.20 -6.97 1.51
H 2.79 -6.09 2.96
C 3.80 -0.41 2.72
O 4.70 -0.26 3.59
N 4.12 -0.36 1.33
N 2.44 -0.62 3.01
H 5.05 -0.08 1.12
H 3.49 -0.74 0.62
H 1.74 -0.61 2.26
H 2.14 -0.60 3.96
C 1.41 -3.51 -4.19
O 1.78 -4.43 -3.47
N 1.14 -3.74 -5.59
N 1.23 -2.18 -3.73
H 0.88 -3.02 -6.23
H 1.34 -4.63 -5.97
H 1.30 -2.00 -2.73
H 0.91 -1.49 -4.38
C -0.68 -6.37 -1.83
O 0.48 -5.94 -1.85
N -1.59 -6.07 -0.79
N -1.14 -7.31 -2.80
H -1.28 -5.40 -0.11
H -2.46 -6.53 -0.64
H -0.54 -7.44 -3.59
H -2.05 -7.70 -2.78
C -1.19 -4.34 4.57
O -1.53 -5.07 5.50
N -0.42 -4.83 3.50
N -1.34 -2.94 4.60
H -0.24 -5.81 3.43
H -0.16 -4.28 2.70
H -1.05 -2.34 3.85
H -1.97 -2.55 5.28
C -1.80 5.26 -3.05
C -2.44 5.76 -1.76
C -2.02 4.89 -0.60
O -1.90 7.09 -1.48
H -0.71 5.15 -3.00
H -2.16 5.74 -3.97
H -2.09 4.21 -3.22
H -3.53 5.78 -1.89
H -2.09 3.84 -0.93
H -2.76 4.88 0.20
H -1.01 5.07 -0.25
H -1.93 7.62 -2.29
C 3.71 0.91 -2.52
C 3.11 2.32 -2.69
C 2.65 2.77 -1.34
O 4.19 3.22 -3.12
H 4.10 0.45 -3.42
H 2.93 0.26 -2.09
H 4.50 0.95 -1.77
H 2.34 2.37 -3.46
H 2.50 3.86 -1.37
H 3.45 2.66 -0.61
H 1.73 2.27 -1.05
H 4.58 2.85 -3.92
C -4.60 0.65 2.54
C -4.18 2.07 2.95
C -4.54 3.10 1.88
O -4.90 2.46 4.15
H -5.65 0.48 2.81
H -4.00 -0.15 2.98
H -4.49 0.51 1.46
H -3.11 2.05 3.17
H -5.58 3.40 1.95
H -4.25 2.78 0.87
H -3.99 4.03 2.06
H -5.76 2.02 4.15
C -0.43 6.06 5.68
C 0.87 5.32 5.55
C 0.68 4.01 4.85
O 1.74 6.16 4.76
H -0.32 7.12 5.91
H -1.18 5.66 6.36
H -0.88 6.06 4.68
H 1.32 5.18 6.55
H 1.64 3.49 4.77
H 0.29 4.14 3.83
H -0.03 3.31 5.29
H 2.49 5.64 4.45
C -3.26 -3.32 -4.20
C -3.02 -1.81 -4.22
C -3.64 -1.07 -3.07
O -1.63 -1.56 -4.27
H -4.16 -3.63 -3.64
H -2.41 -3.93 -3.90
H -3.54 -3.67 -5.21
H -3.43 -1.41 -5.15
H -4.71 -1.20 -2.97
H -3.41 0.00 -3.15
H -3.16 -1.41 -2.15
H -1.26 -1.66 -3.37
C -2.18 1.45 -3.64
C -1.47 1.43 -4.99
C -0.97 2.81 -5.38
O -0.30 0.55 -4.76
H -2.40 0.41 -3.39
H -3.11 2.02 -3.65
H -1.52 1.85 -2.87
H -2.09 0.98 -5.77
H -1.87 3.46 -5.40
H -0.60 2.94 -6.40
H -0.26 3.27 -4.69
H -0.17 -0.03 -5.52
C -4.67 -3.69 0.95
C -3.84 -4.68 1.75
C -4.15 -4.70 3.27
O -4.03 -6.06 1.23
H -5.73 -3.81 1.20
H -4.50 -3.86 -0.11
H -4.41 -2.66 1.24
H -2.76 -4.50 1.75
H -3.67 -3.88 3.82
H -3.68 -5.59 3.70
H -5.23 -4.79 3.43
H -4.96 -6.33 1.26
C 5.44 6.13 2.61
C 4.29 5.14 2.74
C 4.28 4.06 1.68
O 4.29 4.52 4.10
H 5.23 6.94 3.30
H 5.42 6.53 1.60
H 6.39 5.61 2.76
H 3.33 5.67 2.71
H 5.14 3.37 1.74
H 4.35 4.44 0.65
H 3.37 3.46 1.70
H 5.17 4.12 4.23
```

Output
HOMO energy: -6.16 eV
Lowest unoccupied orbital energy: 1.960 eV
Energy relative to the best compared isomer or geometry (same formula, charge and spin): 0.000 eV
Total charge: -1
F_max: 0.0630 hartree/bohr
E: -3512.516835 a.u.

Löwdin population analysis, charges in e, atoms 1 to 5: atom 1 (C): -0.57, atom 2 (O): -0.12, atom 3 (O): -0.12, atom 4 (C): -0.50, atom 5 (F): 0.14